Entry 1:
{
  "formula": "C40H39ClN2O",
  "method": "ωB97M-V/def2-TZVPD",
  "symbols": ["N", "C", "C", "O", "C", "Cl", "C", "N", "H", "H", "H", "C", "C", "C", "C", "C", "C", "H", "H", "H", "H", "H", "H", "C", "C", "C", "C", "C", "C", "H", "H", "H", "H", "H", "H", "C", "C", "C", "C", "C", "C", "H", "H", "H", "H", "H", "H", "C", "C", "C", "C", "C", "C", "H", "H", "H", "H", "H", "H", "C", "C", "C", "C", "C", "C", "H", "H", "H", "H", "H", "H", "C", "C", "C", "C", "C", "C", "H", "H", "H", "H", "H", "H"],
  "xyz": [[-1.97782, -0.52932, -1.85360], [-1.11021, -0.26399, -2.55752], [0.05206, 0.06409, -3.41302], [-0.19066, 1.17224, -4.24206], [1.25952, 0.36899, -2.51659], [2.76666, 0.11940, -3.44656], [1.22386, 1.73657, -1.99580], [1.21657, 2.76648, -1.49011], [0.29153, -0.82449, -4.00445], [-0.97857, 0.99419, -4.77374], [1.28474, -0.33444, -1.68704], [-2.95296, -4.06824, 0.37057], [-3.74112, -2.97577, 0.03057], [-5.10707, -3.00644, 0.27859], [-5.68213, -4.12182, 0.87247], [-4.89109, -5.20859, 1.21815], [-3.52738, -5.18583, 0.96090], [-1.88823, -4.04767, 0.17484], [-3.29290, -2.10503, -0.42881], [-5.72490, -2.15966, 0.00849], [-6.74680, -4.14101, 1.06942], [-5.33805, -6.07385, 1.69102], [-2.91214, -6.03562, 1.22745], [6.50334, 0.28394, -0.97638], [6.22575, 0.74876, -2.25471], [7.23760, 1.30497, -3.02496], [8.52752, 1.39176, -2.51915], [8.80474, 0.92511, -1.24173], [7.79204, 0.37366, -0.46895], [5.71379, -0.14779, -0.37402], [5.21971, 0.67715, -2.64810], [7.02070, 1.67245, -4.01987], [9.31694, 1.82360, -3.12077], [9.81016, 0.99259, -0.84604], [8.00871, 0.01518, 0.52941], [-1.92019, 7.57753, -1.81157], [-1.42649, 6.28038, -1.78093], [-0.05666, 6.05602, -1.75065], [0.81860, 7.13368, -1.74614], [0.32615, 8.43127, -1.77492], [-1.04350, 8.65356, -1.80984], [-2.98863, 7.75043, -1.83605], [-2.11073, 5.44131, -1.77938], [0.32804, 5.04566, -1.72930], [1.88681, 6.96037, -1.71925], [1.01022, 9.27034, -1.76959], [-1.42770, 9.66530, -1.83509], [-8.68308, -5.10740, -3.02850], [-9.37819, -4.17250, -3.78359], [-8.83002, -2.91793, -4.01127], [-7.58393, -2.60014, -3.48796], [-6.88809, -3.53590, -2.73504], [-7.43858, -4.78852, -2.50291], [-9.11194, -6.08503, -2.84937], [-10.34810, -4.42179, -4.19441], [-9.37439, -2.18742, -4.59586], [-7.15547, -1.62199, -3.66618], [-5.91669, -3.29120, -2.32743], [-6.89592, -5.51433, -1.91030], [-5.79138, -3.69499, 4.69215], [-4.50483, -3.43350, 4.24343], [-3.49960, -3.14256, 5.15571], [-3.77943, -3.11948, 6.51526], [-5.06638, -3.38397, 6.96314], [-6.07313, -3.66980, 6.05135], [-6.57583, -3.91862, 3.97985], [-4.28576, -3.45217, 3.18555], [-2.49663, -2.93417, 4.80556], [-2.99455, -2.89515, 7.22629], [-5.28489, -3.36691, 8.02319], [-7.07775, -3.87205, 6.40032], [10.54876, 3.51481, 2.15219], [11.20867, 3.30971, 3.35609], [10.60864, 2.55918, 4.35759], [9.35048, 2.00948, 4.15345], [8.69175, 2.21288, 2.94876], [9.28941, 2.96769, 1.94901], [11.01592, 4.10156, 1.37165], [12.19130, 3.73526, 3.51403], [11.12140, 2.40295, 5.29790], [8.88333, 1.42272, 4.93393], [7.71064, 1.78398, 2.78822], [8.77331, 3.12773, 1.01086]],
  "max_force_ev_per_a": 0.4,
  "smiles": "N#C[C@@H](O)[C@@H](Cl)C#N.c1ccccc1.c1ccccc1.c1ccccc1.c1ccccc1.c1ccccc1.c1ccccc1",
  "energy_ev": -59661.049
}

Entry 2:
{
  "formula": "C26H39F5NO5S6SbSi3Tc",
  "method": "ωB97M-V/def2-TZVPD",
  "symbols": ["Tc", "F", "C", "C", "F", "C", "F", "C", "S", "C", "F", "C", "F", "C", "O", "Si", "C", "C", "C", "Si", "C", "C", "C", "Si", "C", "C", "C", "H", "H", "H", "H", "H", "H", "H", "H", "H", "H", "H", "H", "H", "H", "H", "H", "H", "H", "H", "H", "H", "H", "H", "H", "H", "H", "H", "S", "Sb", "S", "S", "S", "C", "C", "C", "C", "C", "C", "C", "S", "O", "O", "N", "C", "C", "C", "O", "O", "H", "H", "H", "H", "H", "H", "H", "H", "H", "H", "H", "H"],
  "xyz": [[-0.00797, -0.47034, -0.22221], [-3.85571, -5.17058, -3.81481], [-3.00962, -4.61598, -2.96371], [-3.42392, -3.57399, -2.15172], [-4.67440, -3.13214, -2.21945], [-2.52814, -2.99877, -1.27586], [-2.98247, -2.02244, -0.48629], [-1.20436, -3.40992, -1.20035], [0.03431, -2.72313, -0.13749], [-0.82571, -4.47343, -2.01253], [0.42715, -4.92602, -1.97455], [-1.70925, -5.07552, -2.88495], [-1.31180, -6.07771, -3.65793], [2.13776, -1.68751, 2.10595], [1.88769, -1.00234, 0.85954], [3.03005, -0.11715, -0.02669], [4.38950, -1.25938, -0.51395], [3.80428, 1.15149, 1.06207], [1.67047, 0.37418, -1.23148], [1.35280, 2.26197, -1.28900], [2.97468, 3.10514, -1.65046], [0.12344, 2.84406, -2.55211], [0.68134, 2.81433, 0.36882], [1.99827, -0.44262, -2.96167], [0.85742, -0.14322, -4.38133], [2.08735, -2.30442, -2.83021], [3.63603, 0.28947, -3.49636], [3.16046, -2.06681, 2.10967], [1.44886, -2.52341, 2.19763], [1.98939, -1.00622, 2.94118], [4.91091, -1.57688, 0.39482], [5.12847, -0.74623, -1.13333], [4.06222, -2.14536, -1.05034], [4.02047, 0.69166, 2.03258], [3.20088, 2.04161, 1.23565], [4.76003, 1.46984, 0.63688], [3.18402, 3.06812, -2.72204], [3.83768, 2.69006, -1.12776], [2.89075, 4.16070, -1.36966], [0.03827, 2.20110, -3.42713], [0.43277, 3.83702, -2.89358], [-0.87663, 2.93660, -2.11975], [1.14461, 2.32400, 1.22763], [-0.39617, 2.62834, 0.41467], [0.82616, 3.89450, 0.48301], [-0.11624, -0.61729, -4.26540], [1.36295, -0.59637, -5.24310], [0.68450, 0.90599, -4.62063], [1.14909, -2.73476, -3.19434], [2.25779, -2.69268, -1.82940], [2.88742, -2.67997, -3.47732], [3.45952, 1.26012, -3.96763], [4.07846, -0.36451, -4.25502], [4.37440, 0.43524, -2.70816], [-3.21027, 0.06212, 3.62066], [-2.00295, -0.38730, 5.72697], [-2.22328, -1.07015, 2.26472], [-0.55582, 0.06489, 1.85621], [-0.14034, -1.29191, 5.02539], [-1.54780, 7.21498, 2.46660], [-2.40160, 6.07123, 1.98277], [-3.77837, 6.22310, 1.84312], [-4.58201, 5.16140, 1.46101], [-3.99894, 3.92722, 1.20215], [-2.62026, 3.75173, 1.32456], [-1.83522, 4.82535, 1.71026], [-5.03641, 2.58027, 0.75318], [-4.39919, 1.37899, 1.20900], [-6.37431, 2.92006, 1.12018], [-5.04629, 2.51590, -0.88324], [-3.83598, 2.20204, -1.63245], [-3.57335, 0.69525, -1.62291], [-2.27183, 0.40036, -2.29503], [-2.08303, 0.34704, -3.46589], [-1.23680, 0.26344, -1.38209], [-2.00043, 8.17794, 2.23252], [-0.55271, 7.18252, 2.02254], [-1.42603, 7.16386, 3.55052], [-4.23088, 7.18667, 2.04728], [-5.65514, 5.27676, 1.37704], [-2.18730, 2.77103, 1.14957], [-0.76448, 4.69436, 1.82078], [-5.62406, 3.26166, -1.25031], [-2.97713, 2.76019, -1.24963], [-4.00223, 2.51603, -2.66072], [-4.35842, 0.20376, -2.19555], [-3.58632, 0.32288, -0.60295]],
  "charge": 1,
  "max_force_ev_per_a": 1.3,
  "de_lowest_kj_mol": 0.0
}

no.,M (g/mol)
1,599.2
2,1037.0